[1]
19
Properties=species:S:1:pos:R:3:forces:R:3:lowdin_charge:R:1 method="wB97M-V/def2-TZVPD" relative_energy_kcal_mol=95.1 homo_energy_ev=-13.99 total_charge=+1
C 2.210 -0.432 -0.436 -0.53 0.63 1.20 -0.09
C 1.328 0.411 0.037 0.24 -0.68 -1.04 0.02
C 3.615 -0.660 0.075 -0.72 -0.31 1.89 -0.06
C 0.410 1.301 0.477 -0.60 -2.99 1.73 -0.05
C -2.761 -0.389 0.198 -0.09 2.23 3.24 -0.33
N -2.202 0.729 -0.570 2.81 -0.34 1.65 0.06
O -2.037 -1.549 0.232 0.10 -0.77 -0.95 0.00
H 2.024 -1.148 -1.212 -1.02 0.11 -0.50 0.12
H 3.633 -0.749 1.204 -0.08 -0.14 -1.30 0.11
H 3.975 -1.579 -0.390 0.37 0.44 0.19 0.09
H 4.169 0.221 -0.133 1.00 0.48 -0.51 0.07
H 0.419 2.258 0.061 0.24 1.85 0.06 0.08
H -2.994 0.119 1.252 1.12 -1.57 -1.61 0.18
H -0.041 0.957 1.490 0.74 1.24 -1.32 0.15
H -3.718 -0.496 -0.137 -2.67 -0.93 -1.21 0.09
H -0.894 1.105 0.034 -0.39 -1.61 -1.41 0.16
H -2.175 0.521 -1.556 -0.03 0.77 -0.35 0.13
H -2.556 1.600 -0.220 -0.98 0.48 -0.83 0.12
H -2.406 -2.222 -0.406 0.50 1.11 1.05 0.14

[2]
97
Properties=species:S:1:pos:R:3:forces:R:3:lowdin_charge:R:1 method="wB97M-V/def2-TZVPD" homo_energy_ev=-7.71 total_charge=-1
P -25.630 23.584 -19.071 0.58 0.13 2.33 0.12
F -26.468 22.169 -19.007 -0.84 0.87 -0.39 -0.20
F -26.196 23.986 -20.506 0.10 0.08 -0.40 -0.16
F -26.856 24.442 -18.404 0.56 -0.53 -0.07 -0.19
F -24.594 24.888 -18.944 -1.19 0.17 -1.05 -0.22
F -25.014 23.188 -17.634 -0.67 -0.02 1.40 -0.19
F -24.451 22.757 -19.684 1.42 -0.67 -1.88 -0.15
C -28.861 28.145 -22.060 1.70 -0.10 2.69 -0.22
O -29.010 27.408 -23.186 -0.85 -0.72 -2.96 -0.11
H -27.804 28.398 -21.970 0.15 0.67 0.23 0.08
H -29.443 29.057 -21.928 -0.36 -0.31 -0.59 0.08
H -29.004 27.440 -21.242 -0.46 0.51 0.80 0.08
H -28.212 26.884 -23.279 -0.16 -0.10 -0.14 0.09
C -24.973 19.229 -28.161 1.45 -2.17 -4.67 -0.32
O -25.050 18.805 -29.379 0.56 1.33 4.07 -0.08
N -25.917 19.825 -27.505 -3.70 -0.84 -1.81 -0.20
C -25.776 20.124 -26.141 0.03 2.34 0.78 -0.07
C -27.234 19.993 -28.229 0.76 0.65 0.33 0.00
H -24.077 19.156 -27.525 0.33 -0.31 -0.47 0.14
H -24.873 20.733 -26.095 0.37 -0.38 0.75 0.10
H -25.805 19.329 -25.395 -0.05 -0.15 -0.30 0.10
H -26.534 20.884 -25.955 -0.24 -0.26 0.60 0.09
H -28.111 19.602 -27.714 0.36 -0.16 0.40 0.08
H -27.364 21.068 -28.357 -0.21 0.07 0.03 0.09
H -27.192 19.555 -29.226 0.37 -0.11 0.32 0.08
C -28.483 15.260 -20.276 -0.25 -0.46 1.97 -0.34
O -28.600 14.627 -19.219 0.30 0.86 -1.65 -0.01
N -28.745 14.793 -21.502 -1.84 -2.56 -1.24 -0.16
C -28.870 15.640 -22.660 0.45 0.38 -0.97 -0.09
C -29.422 13.408 -21.647 0.79 1.36 0.80 0.00
H -28.159 16.312 -20.310 0.08 0.02 0.18 0.14
H -29.699 15.340 -23.301 -0.42 0.05 0.46 0.08
H -28.039 15.565 -23.362 0.51 -0.18 0.21 0.08
H -28.955 16.705 -22.443 -0.16 -0.10 0.38 0.09
H -30.317 13.447 -22.268 0.17 0.43 -0.13 0.07
H -28.739 12.666 -22.061 0.11 0.18 0.03 0.08
H -29.738 13.101 -20.650 0.25 0.02 -0.03 0.07
C -22.355 19.915 -9.710 -2.36 -1.10 -0.29 -0.31
O -22.477 18.779 -9.235 0.76 1.67 -0.35 -0.02
N -23.448 20.631 -10.166 -0.17 0.59 -0.59 -0.19
C -23.283 21.880 -10.970 0.81 -0.69 1.36 -0.05
C -24.843 20.081 -10.142 1.97 0.64 0.17 -0.02
H -21.411 20.462 -9.859 0.05 -0.21 0.13 0.13
H -22.219 21.921 -11.200 -0.14 0.07 -0.73 0.07
H -23.440 22.793 -10.397 -0.43 -0.08 0.32 0.08
H -23.954 21.915 -11.828 0.35 -0.33 -0.12 0.09
H -25.204 20.104 -11.170 -0.16 -0.38 0.08 0.08
H -24.738 19.086 -9.710 -0.49 0.08 -0.14 0.08
H -25.443 20.766 -9.543 -0.19 -0.28 0.12 0.08
C -30.579 20.099 -14.385 -0.92 0.80 -1.05 -0.38
O -30.608 18.908 -14.399 0.66 -2.04 0.17 0.03
N -31.604 20.833 -13.910 -2.09 1.20 0.80 -0.16
C -31.565 22.298 -14.046 0.45 0.22 -0.13 -0.07
C -32.907 20.186 -13.513 0.45 0.22 0.41 -0.03
H -29.841 20.696 -14.943 0.40 0.10 0.47 0.14
H -30.536 22.653 -14.093 0.20 -0.34 0.28 0.08
H -32.028 22.854 -13.231 -0.11 -0.48 0.26 0.08
H -31.970 22.727 -14.963 -0.55 -0.55 -0.27 0.08
H -32.910 19.096 -13.534 0.63 0.15 -0.70 0.08
H -33.205 20.354 -12.479 0.56 0.60 0.30 0.07
H -33.769 20.553 -14.071 0.34 0.13 -0.55 0.08
C -32.463 23.132 -21.346 -2.56 0.64 0.33 -0.31
O -33.348 23.620 -20.634 1.61 -0.49 0.06 -0.01
N -32.705 22.914 -22.643 -0.08 -1.79 -0.57 -0.23
C -31.672 22.522 -23.506 1.92 0.25 -1.11 -0.11
C -33.862 23.297 -23.429 -0.41 1.10 1.96 -0.04
H -31.450 22.780 -21.095 -0.13 0.32 0.64 0.14
H -30.696 22.442 -23.027 -0.07 0.26 0.26 0.09
H -31.635 23.331 -24.235 0.66 -0.11 -0.50 0.09
H -31.765 21.588 -24.060 -0.69 -0.21 0.12 0.09
H -33.620 24.337 -23.647 -0.48 0.07 -1.16 0.10
H -34.041 22.611 -24.257 0.24 0.33 0.00 0.09
H -34.741 23.371 -22.789 -0.01 -0.32 0.02 0.09
C -18.022 25.802 -17.188 1.33 1.12 0.76 -0.31
O -17.548 25.624 -16.062 -0.59 0.32 -1.68 -0.02
N -17.443 26.569 -18.190 0.52 -1.13 0.61 -0.20
C -16.205 27.405 -18.078 -1.43 -0.94 -0.50 -0.03
C -18.009 26.553 -19.546 -0.70 0.65 0.73 -0.07
H -19.028 25.460 -17.476 0.18 -0.35 -0.07 0.13
H -15.650 27.093 -18.963 0.60 0.38 0.27 0.07
H -15.633 27.292 -17.157 -0.37 -0.31 -0.09 0.08
H -16.541 28.435 -18.198 0.31 0.18 0.03 0.08
H -18.668 27.421 -19.560 -0.15 0.07 -0.77 0.09
H -17.264 26.640 -20.337 0.23 0.06 0.30 0.08
H -18.604 25.672 -19.782 0.06 -0.07 0.42 0.09
C -33.147 29.949 -18.060 0.85 0.54 0.36 -0.34
O -33.936 30.700 -18.582 -0.28 0.23 0.01 0.01
N -32.304 30.295 -17.024 1.63 -0.76 -0.53 -0.19
C -31.269 29.333 -16.548 -1.60 -0.62 0.42 -0.06
C -32.063 31.684 -16.632 -0.67 -0.74 0.40 -0.05
H -33.015 28.916 -18.417 0.03 -0.10 0.31 0.13
H -31.360 28.361 -17.031 -0.30 0.13 -0.34 0.08
H -31.552 29.130 -15.515 0.52 0.01 0.28 0.08
H -30.205 29.562 -16.607 -0.22 0.87 -0.23 0.09
H -31.022 31.957 -16.806 -0.14 0.27 -0.72 0.08
H -32.852 32.275 -17.098 0.52 0.30 -0.17 0.08
H -32.152 31.794 -15.551 -0.33 -0.16 0.20 0.08

[3]
11
Properties=species:S:1:pos:R:3:forces:R:3:lowdin_charge:R:1 method="wB97M-V/def2-TZVPD" relative_energy_kcal_mol=57.5 smiles="O=C1OC[C@H](F)N1F" homo_energy_ev=-11.27 total_charge=0
O 2.599 -2.457 -0.633 0.31 -0.89 -0.02 0.20
C 1.788 -1.640 -0.419 -0.08 0.95 -0.31 -0.46
O 0.498 -1.811 0.031 2.16 -0.34 -0.71 0.05
C -0.098 -0.551 0.077 -3.91 0.73 2.91 -0.13
C 0.774 0.415 -0.734 -1.86 0.26 1.19 -0.29
F 0.254 0.287 -2.030 0.91 0.78 0.24 0.02
N 2.010 -0.209 -0.528 0.09 0.01 -0.54 0.05
F 2.994 0.261 -1.421 -0.77 -1.05 0.82 0.04
H -0.279 -0.285 1.255 0.76 -0.21 -2.88 0.18
H -1.193 -0.681 -0.351 2.38 0.63 0.58 0.17
H 0.733 1.454 -0.295 0.02 -0.88 -1.28 0.18

[4]
11
Properties=species:S:1:pos:R:3:forces:R:3:lowdin_charge:R:1 method="wB97M-V/def2-TZVPD" relative_energy_kcal_mol=103.8 homo_energy_ev=-10.47 total_charge=0
N 0.696 1.572 1.133 -0.18 -0.24 0.21 0.11
C 0.071 0.539 1.513 0.08 0.24 0.03 -0.31
O -0.316 -0.429 0.667 -0.12 0.07 -0.02 -0.07
C 0.068 -0.207 -0.691 0.13 0.25 -0.14 -0.24
C 0.080 -2.311 -1.539 -0.36 0.37 -0.29 0.21
C -0.625 -1.224 -1.602 0.35 -0.48 0.16 -0.22
H 0.884 2.185 1.921 0.00 -0.07 -0.04 0.05
H -0.242 0.286 2.530 0.06 0.07 -0.13 0.13
H 1.161 -0.221 -0.756 -0.23 -0.11 -0.04 0.12
H -0.259 0.782 -1.012 0.10 0.06 0.03 0.12
H -1.520 -0.972 -2.165 0.17 -0.15 0.24 0.10

[5]
10
Properties=species:S:1:pos:R:3:forces:R:3:lowdin_charge:R:1 method="wB97M-V/def2-TZVPD" relative_energy_kcal_mol=40.0 homo_energy_ev=-8.44 total_charge=0
N 0.657 -0.902 -0.717 7.10 -2.39 -3.53 0.04
C -0.292 -0.074 -0.425 -3.88 1.25 -4.22 -0.89
S -1.492 0.496 -1.614 2.14 -1.06 2.29 0.51
C -0.386 0.234 0.925 2.32 -0.58 2.68 -0.13
C 0.636 0.004 1.834 -1.64 3.91 0.63 -0.07
F 1.981 -0.208 1.660 -1.54 -0.48 -0.56 -0.01
H 1.687 -0.732 -0.315 -3.35 -0.64 -0.35 0.17
H 0.874 -1.234 -1.746 -1.47 1.27 2.56 0.16
H -1.358 0.588 1.208 0.03 0.30 0.82 0.10
H 0.494 0.646 2.749 0.27 -1.57 -0.32 0.13

[6]
17
Properties=species:S:1:pos:R:3:forces:R:3:lowdin_charge:R:1 method="wB97M-V/def2-TZVPD" relative_energy_kcal_mol=67.0 homo_energy_ev="-0.90 / -0.75" total_charge=-2
C -0.598 1.285 -0.352 0.84 1.63 2.01 -0.17
C 0.034 -1.081 -1.191 0.25 -1.76 -2.92 -0.17
C -0.347 -0.172 -0.165 -0.07 2.04 2.56 -0.43
O -2.905 -0.228 0.179 1.50 -0.66 0.61 -0.43
O 2.589 1.900 0.394 -0.53 -1.85 0.37 -0.49
O -1.689 -2.128 1.126 0.48 -0.69 -0.05 -0.39
O -1.594 0.072 2.238 0.33 -0.84 -1.43 -0.41
O 3.096 -0.449 -0.372 -1.34 1.38 1.74 -0.51
O 2.527 0.016 2.026 0.28 -0.20 0.91 -0.44
S -1.696 -0.690 0.963 -1.94 1.52 0.50 0.42
S 2.333 0.421 0.650 1.26 0.21 -2.98 0.54
H 0.374 1.832 -0.343 -0.64 -0.24 -0.24 0.04
H -1.142 1.641 0.616 0.80 -0.33 -1.98 0.09
H -1.133 1.592 -1.244 -0.44 -0.25 -0.26 0.06
H -0.996 -1.479 -1.369 0.75 -0.83 -0.61 0.08
H 0.361 -0.621 -2.205 -0.31 -0.34 1.83 0.10
H 0.787 -1.910 -0.950 -1.22 1.20 -0.06 0.10

[7]
16
Properties=species:S:1:pos:R:3:forces:R:3:lowdin_charge:R:1 method="wB97M-V/def2-TZVPD" relative_energy_kcal_mol=74.8 smiles="CC1=CCN=C1NO" homo_energy_ev=-9.37 total_charge=0
C 1.663 -0.497 -0.742 1.34 -1.02 -0.18 -0.05
C 0.350 -0.450 -0.013 1.20 0.95 -0.98 -0.26
C -0.273 -1.470 0.521 -0.93 -2.80 -0.64 -0.04
C -1.622 -1.020 1.074 1.82 0.29 -0.58 -0.20
N -1.689 0.394 0.717 2.12 1.02 -0.30 0.09
C -0.513 0.710 0.188 -1.82 -1.38 2.96 -0.33
N -0.042 2.040 0.192 -1.89 -0.61 -1.47 0.03
O -0.050 2.278 -1.254 0.48 0.60 0.10 -0.07
H 1.697 0.119 -1.641 -0.04 0.65 0.43 0.06
H 2.577 -0.291 -0.060 -1.51 -0.28 -1.23 0.11
H 1.787 -1.501 -1.261 0.00 0.79 1.21 0.09
H 0.101 -2.522 0.330 -0.66 1.24 0.84 0.13
H -2.478 -1.579 0.740 -0.32 -0.29 -0.06 0.11
H -1.494 -1.090 2.161 -0.56 0.11 0.05 0.13
H -0.902 2.522 0.475 0.45 0.50 0.17 0.12
H 0.888 2.358 -1.425 0.32 0.25 -0.32 0.07

Please write out number 3 again, unchanged.
11
Properties=species:S:1:pos:R:3:forces:R:3:lowdin_charge:R:1 method="wB97M-V/def2-TZVPD" relative_energy_kcal_mol=57.5 smiles="O=C1OC[C@H](F)N1F" homo_energy_ev=-11.27 total_charge=0
O 2.599 -2.457 -0.633 0.31 -0.89 -0.02 0.20
C 1.788 -1.640 -0.419 -0.08 0.95 -0.31 -0.46
O 0.498 -1.811 0.031 2.16 -0.34 -0.71 0.05
C -0.098 -0.551 0.077 -3.91 0.73 2.91 -0.13
C 0.774 0.415 -0.734 -1.86 0.26 1.19 -0.29
F 0.254 0.287 -2.030 0.91 0.78 0.24 0.02
N 2.010 -0.209 -0.528 0.09 0.01 -0.54 0.05
F 2.994 0.261 -1.421 -0.77 -1.05 0.82 0.04
H -0.279 -0.285 1.255 0.76 -0.21 -2.88 0.18
H -1.193 -0.681 -0.351 2.38 0.63 0.58 0.17
H 0.733 1.454 -0.295 0.02 -0.88 -1.28 0.18

Repeat the first record exactly.
19
Properties=species:S:1:pos:R:3:forces:R:3:lowdin_charge:R:1 method="wB97M-V/def2-TZVPD" relative_energy_kcal_mol=95.1 homo_energy_ev=-13.99 total_charge=+1
C 2.210 -0.432 -0.436 -0.53 0.63 1.20 -0.09
C 1.328 0.411 0.037 0.24 -0.68 -1.04 0.02
C 3.615 -0.660 0.075 -0.72 -0.31 1.89 -0.06
C 0.410 1.301 0.477 -0.60 -2.99 1.73 -0.05
C -2.761 -0.389 0.198 -0.09 2.23 3.24 -0.33
N -2.202 0.729 -0.570 2.81 -0.34 1.65 0.06
O -2.037 -1.549 0.232 0.10 -0.77 -0.95 0.00
H 2.024 -1.148 -1.212 -1.02 0.11 -0.50 0.12
H 3.633 -0.749 1.204 -0.08 -0.14 -1.30 0.11
H 3.975 -1.579 -0.390 0.37 0.44 0.19 0.09
H 4.169 0.221 -0.133 1.00 0.48 -0.51 0.07
H 0.419 2.258 0.061 0.24 1.85 0.06 0.08
H -2.994 0.119 1.252 1.12 -1.57 -1.61 0.18
H -0.041 0.957 1.490 0.74 1.24 -1.32 0.15
H -3.718 -0.496 -0.137 -2.67 -0.93 -1.21 0.09
H -0.894 1.105 0.034 -0.39 -1.61 -1.41 0.16
H -2.175 0.521 -1.556 -0.03 0.77 -0.35 0.13
H -2.556 1.600 -0.220 -0.98 0.48 -0.83 0.12
H -2.406 -2.222 -0.406 0.50 1.11 1.05 0.14